# 1
{"formula": "C29H39BrFN4O29S", "method": "ωB97M-V/def2-TZVPD", "e_above_lowest_ev": 1.1224, "charge": 1, "largest_force_ha_per_bohr": 0.0925, "gap_ha": 0.258, "species": ["N", "C", "N", "C", "N", "S", "O", "O", "F", "N", "Br", "H", "H", "H", "C", "C", "O", "C", "O", "O", "H", "H", "H", "H", "C", "C", "O", "C", "O", "O", "H", "H", "H", "H", "C", "C", "O", "C", "O", "O", "H", "H", "H", "H", "C", "C", "O", "C", "O", "O", "H", "H", "H", "H", "C", "C", "O", "C", "O", "O", "H", "H", "H", "H", "C", "C", "O", "C", "O", "O", "H", "H", "H", "H", "C", "C", "O", "C", "O", "O", "H", "H", "H", "H", "C", "C", "O", "C", "O", "O", "H", "H", "H", "H", "C", "C", "O", "C", "O", "O", "H", "H", "H", "H"], "coordinates": [[-3.94083, 4.40293, -6.48976], [-3.83476, 3.58160, -5.46337], [-4.78634, 2.73001, -4.99256], [-4.23567, 2.14141, -3.94810], [-2.97774, 2.60706, -3.75935], [-2.07205, 1.98360, -2.45635], [-2.85485, 2.25124, -1.30578], [-1.87492, 0.58964, -2.60829], [-0.72371, 2.73385, -2.25211], [-2.70331, 3.51580, -4.73683], [-1.12335, 4.43814, -4.94964], [-3.33506, 5.21085, -6.53029], [-4.66200, 4.27339, -7.18579], [-4.82992, 1.39336, -3.37064], [-0.25694, 0.43453, 0.83710], [-0.87709, -0.75409, 0.14832], [-0.67773, -1.80642, 1.08897], [-0.54166, -1.24181, 2.31538], [-0.52380, -1.84282, 3.33559], [-0.42738, 0.11558, 2.22253], [-0.75228, 1.37175, 0.58730], [0.81125, 0.53156, 0.62636], [-1.94919, -0.63033, -0.02271], [-0.39523, -0.98812, -0.79830], [-9.50024, 0.63388, -3.97143], [-9.08370, 1.70301, -2.99618], [-7.74812, 1.30430, -2.66123], [-7.28176, 0.55804, -3.67263], [-6.13673, 0.20638, -3.78409], [-8.24897, 0.24505, -4.55099], [-10.18527, 1.00019, -4.73194], [-9.94608, -0.23370, -3.48181], [-9.05208, 2.69718, -3.44427], [-9.71524, 1.73569, -2.11160], [2.22318, -2.63903, -3.11604], [1.69727, -2.22449, -1.77435], [1.87129, -0.79937, -1.79840], [1.89986, -0.41278, -3.09813], [1.86190, 0.72480, -3.45891], [1.97212, -1.47862, -3.92582], [1.71078, -3.51070, -3.51538], [3.29711, -2.83381, -3.10224], [0.63419, -2.44658, -1.65026], [2.24931, -2.67175, -0.95154], [2.25042, 1.18258, 3.82189], [1.76622, 1.25473, 5.24684], [2.72935, 2.10628, 5.86524], [3.28242, 2.87623, 4.89043], [3.99412, 3.80288, 5.08866], [2.91586, 2.43704, 3.65366], [1.44911, 1.07072, 3.09787], [2.97029, 0.37451, 3.67544], [0.77973, 1.71578, 5.34137], [1.74707, 0.27356, 5.71759], [4.68927, -2.16070, 2.72864], [5.89889, -1.69148, 1.97011], [5.92227, -2.57529, 0.83593], [4.66191, -3.02880, 0.65846], [4.28511, -3.63994, -0.29717], [3.86187, -2.69337, 1.69254], [4.18090, -1.35872, 3.25556], [4.92028, -2.95624, 3.43894], [5.79558, -0.66899, 1.61329], [6.81576, -1.77088, 2.54945], [6.28562, 3.67585, -0.24235], [5.61074, 2.51025, -0.92122], [5.87317, 1.43353, -0.02111], [6.09832, 1.97146, 1.20703], [6.18185, 1.33677, 2.20838], [6.21345, 3.31791, 1.13835], [5.77830, 4.62064, -0.42493], [7.33522, 3.77638, -0.52624], [4.53000, 2.64289, -1.00792], [6.02063, 2.30154, -1.90705], [2.70172, -6.67738, -1.48855], [3.03360, -7.80766, -2.42889], [1.84676, -7.91784, -3.21845], [1.21430, -6.71948, -3.17817], [0.28897, -6.42193, -3.86044], [1.77852, -5.89740, -2.25429], [3.57348, -6.08705, -1.21307], [2.20410, -7.01956, -0.57888], [3.87359, -7.57338, -3.08628], [3.24179, -8.73984, -1.90844], [1.22587, -3.24344, 8.14584], [1.56902, -1.89003, 8.71236], [2.65985, -1.47610, 7.88780], [2.56309, -2.14529, 6.71282], [3.21390, -1.90244, 5.74700], [1.62398, -3.11858, 6.77953], [0.16604, -3.47595, 8.22198], [1.79975, -4.04928, 8.60799], [0.75356, -1.17133, 8.60599], [1.86643, -1.93401, 9.75764], [-5.68251, 4.98071, -0.07977], [-5.26385, 3.71263, -0.78065], [-6.32642, 3.50322, -1.70842], [-6.91235, 4.70582, -1.94232], [-7.71834, 4.90099, -2.79430], [-6.45534, 5.64786, -1.08326], [-4.83658, 5.59087, 0.22889], [-6.31671, 4.79118, 0.78824], [-4.33653, 3.82822, -1.33301], [-5.16770, 2.86894, -0.10102]], "atomic_forces_ev_per_a": [[0.0, 0.3, -0.2], [-0.5, -0.1, -0.2], [1.0, 0.3, 0.0], [-1.0, 0.2, -0.7], [1.1, -0.6, 1.2], [-0.6, -2.8, 3.8], [0.1, 1.4, -0.2], [1.1, 0.7, -1.9], [-1.0, 0.0, -1.5], [0.0, 0.3, -0.3], [-0.2, -0.2, 0.1], [-0.1, -0.2, -0.3], [-0.1, 0.1, 0.3], [0.8, 0.3, -0.1], [0.2, 0.3, -0.1], [-0.2, -0.1, -0.5], [0.1, 0.3, 0.2], [0.0, -0.2, 0.2], [0.0, 0.1, 0.1], [-0.2, -0.2, -0.3], [-0.1, 0.0, 0.3], [0.0, -0.1, 0.0], [0.0, 0.0, 0.1], [0.0, 0.0, 0.2], [-0.5, -0.1, 0.0], [-0.4, 0.4, 0.1], [0.1, -0.3, -0.2], [-0.2, -0.1, -0.1], [-0.2, 0.0, 0.1], [0.3, 0.0, 0.2], [0.2, -0.1, -0.1], [0.1, 0.0, 0.0], [0.1, 0.0, 0.0], [0.2, -0.1, 0.1], [0.2, -0.6, -0.2], [-0.1, -0.4, 0.5], [0.0, 0.2, -0.3], [0.0, -0.2, -0.2], [-0.1, 0.1, 0.0], [0.0, 0.4, 0.4], [-0.1, 0.2, -0.1], [0.0, 0.1, 0.0], [0.1, 0.0, -0.1], [0.1, 0.2, 0.0], [0.0, -0.2, -0.3], [-0.4, -0.4, 0.2], [0.1, 0.1, -0.4], [0.2, 0.0, 0.1], [0.0, 0.1, 0.0], [0.0, 0.0, 0.3], [0.0, 0.2, 0.0], [0.0, 0.1, 0.1], [0.0, 0.0, -0.1], [0.2, 0.2, 0.1], [0.1, 0.1, 0.6], [0.3, 0.4, 0.1], [-0.6, -0.4, 0.0], [0.2, 0.2, 0.1], [0.0, -0.1, -0.2], [0.1, -0.1, -0.4], [-0.1, -0.1, -0.1], [-0.1, 0.0, 0.0], [0.0, -0.2, 0.0], [0.1, -0.1, -0.2], [0.1, 0.4, -0.2], [-0.1, 0.0, -0.4], [0.0, 0.2, 0.2], [0.0, 0.2, 0.2], [0.0, 0.1, 0.0], [-0.1, -0.3, -0.1], [0.0, 0.0, 0.2], [0.0, 0.0, 0.0], [0.0, 0.0, 0.1], [0.0, -0.2, 0.1], [0.3, 0.1, 0.4], [0.3, -0.2, 0.0], [-0.1, 0.3, 0.1], [-0.1, -0.1, -0.1], [0.0, 0.1, 0.0], [0.0, -0.2, -0.2], [-0.1, 0.2, -0.1], [0.0, 0.0, -0.1], [0.0, 0.0, 0.0], [-0.2, -0.1, -0.1], [-0.2, -0.3, 0.2], [-0.2, 0.2, 0.4], [-0.1, -0.2, -0.2], [0.0, -0.1, 0.0], [0.0, 0.1, -0.1], [0.2, 0.2, 0.0], [0.0, 0.0, -0.2], [0.0, 0.0, 0.0], [0.0, 0.0, 0.0], [0.2, 0.1, -0.1], [0.1, 0.1, 0.4], [0.1, 0.0, 0.3], [0.0, 0.3, 0.0], [-0.1, 0.2, 0.0], [0.0, -0.1, -0.1], [0.0, -0.3, -0.2], [-0.1, 0.1, -0.1], [0.0, 0.0, -0.1], [0.0, 0.2, 0.0], [-0.1, -0.1, -0.2]], "lowdin_charge": [0.218, -0.415, 0.227, -0.065, -0.133, 0.659, -0.225, -0.168, -0.103, -0.430, 0.991, 0.100, 0.146, 0.141, -0.113, -0.131, 0.079, -0.552, 0.181, 0.033, 0.122, 0.135, 0.133, 0.094, -0.099, -0.100, 0.064, -0.548, 0.111, 0.089, 0.139, 0.139, 0.127, 0.142, -0.095, -0.113, 0.042, -0.572, 0.128, 0.076, 0.128, 0.140, 0.126, 0.117, -0.105, -0.109, 0.071, -0.558, 0.171, 0.055, 0.108, 0.117, 0.137, 0.114, -0.108, -0.099, 0.077, -0.563, 0.126, 0.069, 0.105, 0.137, 0.094, 0.143, -0.117, -0.121, 0.056, -0.552, 0.158, 0.078, 0.134, 0.136, 0.132, 0.134, -0.115, -0.117, 0.067, -0.569, 0.162, 0.040, 0.121, 0.137, 0.135, 0.135, -0.117, -0.118, 0.065, -0.570, 0.153, 0.071, 0.135, 0.135, 0.134, 0.135, -0.100, -0.133, 0.036, -0.559, 0.164, 0.076, 0.137, 0.139, 0.093, 0.140]}

# 2
{"formula": "C19H60N6O19", "method": "ωB97M-V/def2-TZVPD", "e_above_lowest_ev": 2.8429, "smiles": "NC(N)=O.NC(N)=O.NC(N)=O.OCCO.OCCO.OCCO.OCCO.OCCO.OCCO.OCCO.OCCO", "largest_force_ha_per_bohr": 0.1127, "gap_ha": 0.341, "species": ["N", "C", "N", "O", "H", "H", "H", "H", "N", "C", "N", "O", "H", "H", "H", "H", "N", "C", "N", "O", "H", "H", "H", "H", "O", "C", "C", "O", "H", "H", "H", "H", "H", "H", "O", "C", "C", "O", "H", "H", "H", "H", "H", "H", "O", "C", "C", "O", "H", "H", "H", "H", "H", "H", "O", "C", "C", "O", "H", "H", "H", "H", "H", "H", "O", "C", "C", "O", "H", "H", "H", "H", "H", "H", "O", "C", "C", "O", "H", "H", "H", "H", "H", "H", "O", "C", "C", "O", "H", "H", "H", "H", "H", "H", "O", "C", "C", "O", "H", "H", "H", "H", "H", "H"], "coordinates": [[15.50876, 14.08098, 5.99455], [14.46768, 13.45722, 6.52304], [13.39106, 14.17824, 6.44303], [14.42286, 12.34024, 7.01604], [15.22840, 14.97930, 5.62778], [16.26626, 13.47380, 5.71590], [13.35588, 15.05394, 5.94104], [12.57732, 13.79002, 6.89825], [10.66302, 8.11673, 14.72627], [9.86782, 8.27362, 13.73076], [10.47754, 8.90542, 12.74466], [8.73096, 7.88686, 13.65838], [10.37311, 7.57512, 15.52795], [11.65392, 8.28485, 14.62638], [11.41482, 9.28112, 12.76501], [9.92130, 8.98706, 11.90559], [11.62558, 12.59168, 11.15052], [12.05710, 13.26136, 10.10698], [12.80006, 12.48566, 9.35217], [11.82450, 14.43358, 9.91320], [11.07202, 13.07502, 11.84336], [12.18204, 11.82058, 11.49092], [12.87436, 11.47940, 9.39704], [13.16822, 12.73224, 8.44456], [14.90290, 17.75580, 8.77045], [13.58650, 17.16316, 8.66382], [12.65282, 17.63456, 9.85506], [12.66688, 19.01218, 10.03724], [15.34930, 17.46407, 9.56870], [13.23634, 17.53194, 7.69971], [13.60110, 16.07552, 8.59355], [12.99986, 17.03870, 10.69922], [11.64374, 17.23304, 9.76221], [13.57000, 19.22434, 10.28417], [7.66242, 15.54484, 9.24544], [8.16454, 14.40386, 9.95033], [6.98570, 13.58638, 10.52267], [6.40544, 14.08680, 11.66784], [8.32136, 16.03676, 8.75006], [8.64842, 13.73106, 9.24232], [8.93554, 14.74618, 10.64059], [7.34188, 12.61572, 10.86771], [6.10216, 13.38302, 9.91760], [7.10486, 14.30746, 12.28731], [9.84028, 9.85298, 6.32993], [9.13496, 11.12764, 6.22580], [10.03072, 12.28950, 6.69899], [11.02230, 12.60028, 5.67600], [10.28602, 9.58246, 5.52387], [8.85650, 11.31362, 5.18851], [8.19110, 11.17476, 6.76893], [10.60236, 11.92826, 7.55388], [9.46884, 13.20808, 6.86804], [11.44864, 11.74102, 5.63682], [6.77542, 11.91232, 14.17945], [8.16937, 11.97678, 14.53337], [8.97650, 12.91848, 13.69237], [8.30665, 14.12282, 13.72085], [6.43504, 12.72508, 13.79843], [8.31376, 12.29596, 15.56553], [8.72194, 11.03974, 14.46461], [9.11496, 12.52290, 12.68617], [10.00942, 12.99334, 14.03232], [8.24072, 14.44670, 14.62215], [13.65550, 8.62546, 14.43040], [14.30384, 9.07126, 13.29664], [14.10600, 10.56396, 13.14019], [12.67708, 10.80148, 12.86223], [14.13756, 7.92176, 14.87091], [15.37790, 8.91154, 13.39164], [13.98192, 8.52889, 12.40766], [14.73280, 10.95936, 12.34088], [14.34928, 11.14430, 14.03021], [12.29552, 10.98578, 13.72365], [10.54998, 7.36458, 9.17877], [11.77420, 7.86238, 9.63480], [11.72388, 9.35346, 9.81937], [11.98632, 10.04170, 8.64329], [10.62478, 6.40812, 9.14415], [12.07684, 7.33758, 10.54093], [12.44546, 7.46860, 8.87162], [12.46562, 9.65894, 10.55735], [10.75088, 9.71038, 10.15697], [11.31556, 9.79921, 8.00073], [15.11676, 16.16616, 13.66174], [13.67404, 16.23546, 13.75123], [13.15856, 14.82080, 13.95754], [13.58284, 14.27042, 15.21581], [15.53046, 15.82138, 14.45646], [13.42618, 17.00252, 14.48490], [13.29042, 16.63155, 12.81100], [13.70566, 14.22408, 13.22767], [12.08396, 14.76984, 13.78216], [13.11506, 13.43466, 15.28125], [17.97615, 8.76392, 9.05499], [16.96506, 9.26233, 9.93189], [15.79372, 9.82700, 9.20188], [16.25975, 10.92152, 8.36764], [18.30650, 9.46736, 8.49139], [16.61004, 8.53333, 10.66033], [17.43110, 10.06288, 10.50638], [14.98562, 10.09672, 9.88183], [15.45180, 8.99933, 8.58046], [15.58458, 11.24950, 7.76915]], "atomic_forces_ev_per_a": [[1.5, -0.1, -0.2], [0.1, -0.6, -0.1], [-3.1, 1.6, 0.5], [0.5, -1.3, 0.3], [1.4, -0.2, -0.5], [0.2, 0.8, -0.3], [-0.4, -0.3, 0.4], [-0.3, 0.5, -0.5], [2.8, -1.1, 4.9], [-1.4, -0.2, -1.6], [0.3, 1.5, -3.3], [-1.8, -0.5, 0.1], [-0.1, 0.2, -0.3], [-0.1, 0.0, 0.1], [-0.3, -0.1, 0.0], [0.3, 0.1, 0.1], [-1.7, -1.2, 3.0], [0.4, 0.5, -0.4], [2.4, -1.1, -2.6], [-0.5, 1.8, -0.7], [0.3, 0.1, -0.2], [-0.4, 0.2, 0.0], [-0.6, 0.4, 0.5], [0.1, 0.5, 0.4], [-0.6, -0.2, -0.1], [-0.4, 0.9, 0.5], [0.9, -1.9, -1.2], [-0.2, 0.1, 0.3], [-0.1, -0.3, 0.1], [-0.2, 0.2, 0.1], [0.1, -0.1, 0.3], [0.4, 0.3, 0.6], [-0.1, 0.4, -0.5], [0.1, 0.3, -0.1], [-0.8, -0.1, 0.2], [-0.8, 0.0, -1.4], [0.6, -0.6, 0.6], [-0.9, 1.5, 1.4], [0.4, -0.3, 0.2], [0.3, -0.1, -0.1], [-0.2, -0.4, 0.6], [0.7, -0.6, -0.8], [0.6, 0.3, -1.0], [0.1, 0.2, 0.3], [-0.6, 0.8, 0.9], [0.7, 0.6, -0.6], [0.3, -0.6, -1.1], [-0.8, -0.5, 0.7], [-0.3, 0.3, -0.3], [0.1, 0.0, -0.1], [0.2, -0.8, 0.4], [-0.4, 0.4, 0.6], [0.0, -0.2, 0.2], [0.8, 0.0, -0.5], [1.3, -1.1, 0.4], [0.1, -0.2, -0.1], [0.0, -1.0, 0.1], [0.0, 2.0, -0.9], [0.4, 0.4, -0.2], [-0.4, 0.1, 0.4], [-0.9, -0.7, -0.1], [-0.7, 0.4, -0.4], [0.2, 0.1, 0.6], [0.0, 0.0, 0.1], [-1.0, -0.3, 1.2], [1.5, 0.7, -0.6], [-1.1, -0.1, -0.2], [1.6, -0.3, 0.5], [0.1, 0.0, -0.1], [0.2, -0.1, -0.1], [-0.2, 0.1, -0.2], [-0.3, 0.0, -0.3], [0.2, -0.3, 0.2], [-0.4, 0.0, 0.0], [-1.6, 0.1, 0.1], [0.5, -1.4, 0.0], [-0.1, -0.3, 0.1], [0.5, 0.0, -1.1], [-0.2, 0.0, -0.1], [-0.1, 0.2, 0.6], [1.1, 1.1, 0.0], [0.1, 0.0, 0.0], [-0.2, -0.5, 0.5], [-0.3, 0.0, -0.4], [-0.3, 0.5, -0.8], [1.3, -0.4, 0.5], [0.7, 0.2, -0.2], [-0.6, 0.5, 0.0], [-0.5, 0.0, 0.3], [-0.4, -0.4, 0.5], [0.3, -0.3, -0.2], [-0.4, 0.1, -0.6], [-0.2, -0.1, 0.2], [0.1, -0.1, 0.3], [-0.5, -1.0, 0.5], [1.0, 1.3, 0.1], [0.3, 0.3, -1.7], [0.4, -1.3, 1.5], [-0.3, 0.3, 0.1], [0.3, -0.6, -0.4], [-0.1, 0.2, 0.4], [-0.1, 0.3, 0.2], [-0.4, 0.0, -0.3], [-0.6, 0.2, -0.2]], "lowdin_charge": [0.190, -0.717, 0.187, 0.011, 0.112, 0.128, 0.125, 0.094, 0.175, -0.808, 0.180, 0.055, 0.125, 0.069, 0.058, 0.104, 0.182, -0.745, 0.198, 0.032, 0.081, 0.051, 0.063, 0.057, -0.084, -0.205, -0.261, -0.042, 0.080, 0.108, 0.083, 0.083, 0.110, 0.082, -0.069, -0.210, -0.252, -0.071, 0.077, 0.093, 0.111, 0.106, 0.130, 0.036, -0.070, -0.187, -0.202, -0.083, 0.090, 0.119, 0.118, 0.097, 0.119, 0.070, -0.031, -0.221, -0.281, -0.058, 0.067, 0.117, 0.112, 0.112, 0.106, 0.119, -0.053, -0.260, -0.146, -0.136, 0.111, 0.128, 0.119, 0.122, 0.126, 0.092, -0.050, -0.256, -0.254, -0.082, 0.092, 0.109, 0.125, 0.092, 0.121, 0.069, -0.079, -0.204, -0.235, -0.069, 0.078, 0.121, 0.099, 0.114, 0.110, 0.064, -0.057, -0.266, -0.236, -0.073, 0.081, 0.113, 0.116, 0.093, 0.122, 0.015]}